125
Properties=species:S:1:pos:R:3:forces:R:3:lowdin_spin:R:1 method="wB97M-V/def2-TZVPD" total_energy_ha=-3653.3760 spin_multiplicity=3 total_charge=0 homo_lumo_gap_ev="8.56 / 8.52" homo_energy_ev="-8.218 / -8.218"
Ni -1.9827 1.6620 -1.4605 0.2014 0.1338 -1.6613 1.769
B -0.7741 0.7999 0.1751 -0.3098 0.6471 1.3494 0.019
H -0.8723 0.4000 -0.8551 0.2331 -1.1116 -3.2532 0.013
H -1.8245 0.8203 0.5726 -2.0962 -0.3578 1.2537 0.001
H -0.1030 0.1249 0.7620 0.9745 -1.6645 1.0083 0.004
H -0.4533 1.8705 0.2819 0.9639 2.2181 -0.1502 0.001
B -3.2780 3.1681 -0.6990 -0.5074 0.6256 1.6922 0.037
H -3.1021 3.1309 -1.7947 0.3787 -0.2442 -3.4240 0.016
H -2.4043 3.5741 -0.1169 2.3616 0.8303 0.7864 0.008
H -4.0662 3.9268 -0.4552 -2.0273 1.1937 0.1657 0.007
H -3.5098 2.1567 -0.2655 -0.9251 -2.1145 0.9910 0.006
C 4.3865 1.2469 0.5292 -1.2649 -0.8999 -0.5597 0.000
C 4.3672 -0.2237 1.0388 0.4944 -0.0402 0.2939 0.000
C 5.2261 -0.2110 2.3109 1.9346 -0.5239 0.1214 0.000
C 5.1867 -1.3666 3.2886 -1.4048 0.3437 -0.0608 0.000
C 3.6879 -1.5950 3.5897 0.7655 -1.5109 0.2272 0.000
C 2.8235 -1.8953 2.2989 0.4130 1.2732 1.1338 0.000
N 3.0124 -0.6889 1.4129 0.7152 0.0347 1.3376 0.000
O 2.1298 -0.6937 0.3270 0.2659 -0.1943 -0.3362 0.000
C 3.2218 -3.2507 1.6789 -0.0568 0.6011 0.9530 0.000
C 1.3443 -1.9032 2.7910 0.7871 -0.0106 -0.7148 0.000
C 5.0575 -1.1005 -0.0407 -0.7045 -0.4442 -0.1882 0.000
H 3.7092 1.2758 -0.3277 0.4294 0.0352 -0.4864 0.000
H 5.4138 1.4780 0.2543 -0.1440 0.2659 -0.0270 0.000
H 3.9358 2.0084 1.1652 0.5113 -0.1815 0.5617 0.000
H 6.2902 -0.2216 2.0550 0.0099 0.6244 -0.7756 0.000
H 5.1196 0.6832 2.9267 -0.5587 0.1878 -0.2882 0.000
H 5.8468 -1.0618 4.1029 -0.6583 0.0952 0.5931 0.000
H 5.6600 -2.3149 3.0256 -0.1587 0.0648 -0.8420 0.000
H 3.2156 -0.8346 4.2112 0.1656 0.3613 -0.3132 0.000
H 3.7180 -2.4960 4.2093 -0.7228 -0.2131 0.0410 0.000
H 4.2742 -3.4024 1.9169 0.1019 -0.1489 -0.6704 0.000
H 2.7040 -4.0244 2.2476 -0.1716 -0.1570 -0.2847 0.000
H 2.9848 -3.2989 0.6174 0.1463 -0.1276 0.0315 0.000
H 0.7244 -2.0249 1.9037 -0.3684 0.0099 0.2612 0.000
H 1.1656 -2.7134 3.4980 0.0984 -0.2004 -0.1882 0.000
H 1.0839 -0.9872 3.3214 0.1245 0.1910 -0.2587 0.000
H 4.3879 -1.4223 -0.8419 -0.4504 0.3618 0.0770 0.000
H 5.3750 -2.0567 0.3768 0.4734 0.1978 0.1569 0.000
H 5.8562 -0.5777 -0.5663 0.2877 -0.0611 0.4047 0.000
H 1.4574 -0.0805 0.6472 -0.3380 -0.0920 -0.5037 0.000
C -2.4775 -0.6743 5.2185 -1.3159 0.0248 0.5046 0.000
C -3.0147 -0.5173 3.8146 -0.0538 0.0309 -1.4033 0.000
C -3.7645 0.8030 3.4717 -0.2128 0.4884 1.1469 0.000
O -4.9459 1.0064 4.3266 0.6408 -1.1420 -0.9709 0.000
C -5.2064 2.3018 4.8269 2.0845 -0.2059 -0.1757 0.000
N -1.8840 -0.7355 2.8496 -0.4520 0.4474 0.6188 0.000
H -2.2781 -1.7314 5.3957 0.9015 0.1390 -0.1535 0.000
H -3.2467 -0.4996 5.9744 -0.2521 0.3803 -0.1884 0.000
H -1.6820 0.0389 5.4338 0.3694 -0.3797 -0.0759 0.000
H -3.7039 -1.3277 3.5706 -0.2668 -0.0373 0.4217 0.000
H -4.0357 0.8534 2.4152 -0.3939 -0.4701 -0.0688 0.000
H -3.0503 1.6298 3.5352 0.0009 0.2636 0.6373 0.000
H -5.9858 2.2498 5.5836 -0.3040 0.0480 -0.4659 0.000
H -5.3109 3.0293 4.0199 -0.7407 0.0604 0.0531 0.000
H -4.2863 2.6042 5.3383 -0.0305 0.3579 0.3378 0.000
H -1.0346 -0.3730 3.2677 0.1100 -0.0266 0.1670 0.000
H -1.9997 -0.1358 2.0412 -0.1836 -0.1905 -0.2407 0.000
C -0.0562 -4.5104 0.3054 0.7255 -0.5709 -1.3819 0.000
C -0.7448 -3.5215 -0.6256 -0.2582 -1.1093 1.3828 0.000
C -1.3823 -4.3242 -1.7741 -0.4215 1.4349 -0.6659 0.000
O -0.3910 -4.6909 -2.6753 1.7896 0.1187 1.1297 0.000
C -0.7331 -5.5483 -3.7090 -0.2133 0.1444 0.1836 0.000
N -1.7362 -2.8167 0.2108 0.2368 0.2931 -0.4052 0.000
H 0.3467 -5.2881 -0.3485 0.4940 -0.1345 0.2915 0.000
H -0.8003 -5.0126 0.9239 0.1731 0.1588 0.3581 0.000
H 0.7595 -4.0168 0.8282 -0.2293 -0.3250 0.4379 0.000
H 0.0016 -2.7830 -0.9214 -0.1769 -0.1211 -0.7751 0.000
H -2.0729 -3.6675 -2.3147 -0.3446 0.0070 -0.0039 0.000
H -1.9569 -5.2026 -1.4646 0.0291 -0.0387 0.5174 0.000
H -1.2437 -6.4470 -3.3510 -0.3363 0.0404 0.0029 0.000
H 0.2130 -5.8901 -4.1271 -0.2041 0.2420 -0.5070 0.000
H -1.3637 -4.9366 -4.3601 -0.0512 -0.6985 -0.7444 0.000
H -1.9152 -3.4410 0.9877 -0.6219 -0.0009 0.0218 0.000
H -1.2097 -2.0957 0.6942 -0.3120 0.5527 -0.0491 0.000
C -1.6041 -1.2548 -4.7703 0.3888 -1.4537 0.3925 0.002
C -0.9931 -0.6699 -3.4778 0.1186 -0.4753 -1.7210 0.002
C 0.5506 -0.7776 -3.3522 -1.4009 1.5974 -0.4960 0.000
O 1.1554 -0.1496 -4.5089 -1.7499 0.1531 1.1376 0.000
C 2.5365 -0.0816 -4.4110 0.8651 -1.0834 -0.3065 0.000
N -1.4528 0.7382 -3.4518 -0.0377 -0.0756 0.7974 0.041
H -1.1459 -2.2355 -4.9184 -0.1104 -0.1350 -0.2370 0.000
H -1.5073 -0.7129 -5.7109 0.4615 0.4095 0.2968 0.000
H -2.6719 -1.4360 -4.6324 -0.0685 0.0660 0.1650 0.000
H -1.4247 -1.2306 -2.6480 0.0367 0.2425 0.1945 0.000
H 0.9007 -1.7927 -3.1648 0.0063 -0.0786 -0.2063 0.000
H 0.6842 -0.1407 -2.4743 0.8748 -0.2347 0.2450 0.000
H 2.9179 0.5756 -5.1917 -0.0404 -0.0173 0.0468 0.000
H 2.8653 -1.1103 -4.5918 0.7292 0.0863 -0.0701 0.000
H 2.9412 0.2094 -3.4383 -0.3040 0.2828 0.1429 0.000
H -2.3069 0.6924 -3.9944 -0.3342 0.4522 0.2508 0.000
H -0.8128 1.2527 -4.0469 0.1853 0.1393 0.0804 0.001
C 1.4940 2.6026 -1.7564 0.6548 0.7661 0.7317 0.000
C 0.5504 3.8047 -1.8180 -0.1614 0.1827 -0.8624 0.001
C 1.0102 4.9183 -2.7839 0.1599 0.6005 1.1008 0.002
O 0.0154 5.9852 -2.7607 1.8234 -1.2554 -0.7102 0.000
C 0.5552 7.0603 -3.5172 -1.7826 0.7361 0.2938 0.000
N -0.7343 3.3161 -2.3946 0.6918 0.8934 -0.5016 0.040
H 1.4130 2.1408 -0.7736 -0.1515 -0.2490 -0.1802 0.000
H 2.5344 2.9281 -1.8199 0.0651 0.0532 -0.1533 0.000
H 1.3235 1.8609 -2.5356 -0.1796 0.1548 -0.0734 0.000
H 0.3269 4.2541 -0.8505 0.2644 -0.1451 0.1124 0.000
H 1.2485 4.5567 -3.7903 -0.8356 -0.3271 -0.3883 0.000
H 1.9926 5.3390 -2.5497 -0.0126 0.1216 0.7935 0.000
H 1.4257 7.5058 -3.0349 0.2865 -0.2472 -0.2446 0.000
H -0.2405 7.8075 -3.5021 0.1318 0.2160 0.0448 0.000
H 0.6627 6.8173 -4.5758 0.5758 -0.2565 0.0478 0.000
H -0.3875 3.3023 -3.3528 -0.4463 -1.3561 -0.4992 0.002
H -1.2844 4.1588 -2.5488 -0.6984 0.0520 0.9316 0.000
C -4.3053 -0.8282 -1.4661 -0.3264 0.3707 -0.0239 0.003
O -3.5245 0.1056 -1.6344 0.4514 -0.2306 -0.1928 0.019
N -5.5964 -0.6328 -1.1891 -1.1807 1.1827 0.1962 0.000
N -4.0224 -2.1390 -1.5591 0.8331 0.4201 -0.7439 0.000
H -5.8811 0.3095 -0.9718 -0.2327 -0.1798 -0.0701 0.000
H -6.1974 -1.4210 -1.0307 -0.2352 0.4057 0.1540 0.000
H -4.7981 -2.6746 -1.2125 0.7845 -0.8526 0.2333 0.000
H -3.0581 -2.2813 -1.2655 -0.2636 -0.9337 0.5419 0.000
C 1.1294 2.3346 3.3255 0.7869 -0.0124 2.1495 0.000
O 1.9149 2.6000 4.2206 0.1475 0.5957 0.7176 0.000
N -0.2060 2.4491 3.4338 -1.4864 0.6362 0.8684 0.000
N 1.4932 1.7664 2.2085 -0.0358 -0.3670 -2.3177 0.000
H -0.5439 2.8501 4.2932 -0.1646 0.0670 -0.2849 0.000
H -0.8218 2.2887 2.6529 -0.0962 0.1744 0.1429 0.000
H 0.6633 1.4728 1.7029 1.1768 -0.4929 -0.7101 0.000
H 2.4124 1.3556 2.1656 -0.3135 -0.3791 -0.2078 0.000